1.
C11H17NO2 in the gas phase, computed with ωB97M-V/def2-TZVPD.

Values from the calculation:
SMILES: CNCCc1ccc(OC)c(OC)c1

Positions of all 31 atoms, in Å:
C1 -2.5428 1.5022 -1.1619
N1 -3.5266 0.6346 -0.4386
C2 -3.3451 -0.7579 -0.4058
C3 -2.4573 -1.2172 0.7506
C4 -1.0779 -0.5345 0.6662
C5 -0.7885 0.5236 1.5065
C6 0.5362 1.0276 1.4605
C7 1.5107 0.4404 0.5730
O1 2.6904 1.0789 0.3763
C8 2.8500 1.9143 -0.7343
C9 1.2049 -0.6760 -0.2082
O2 2.0456 -1.2946 -1.0042
C10 3.0398 -1.8653 -0.2291
C11 -0.1802 -1.0512 -0.3005
H1 -1.5143 1.6216 -0.4678
H2 -2.2175 1.0997 -2.2635
H3 -3.1282 2.5181 -1.3694
H4 -4.4257 0.7340 -0.9200
H5 -4.3286 -1.1794 -0.4429
H6 -2.6862 -1.1932 -1.2398
H7 -2.4793 -2.3974 0.9406
H8 -2.9499 -0.8327 1.6836
H9 -1.4905 0.7029 2.4622
H10 0.9468 1.9191 1.9929
H11 2.1895 2.8735 -0.6934
H12 3.8243 2.2068 -0.4754
H13 2.7201 1.5310 -1.8517
H14 2.7480 -2.7494 0.4136
H15 3.6541 -1.2052 0.5103
H16 3.8771 -2.3386 -0.8006
H17 -0.4400 -1.8627 -0.8864



2.
CH3BCl2 in the gas phase, computed with ωB97M-V/def2-TZVPD.

Positions of all 7 atoms, in Å:
B1 -0.0223 -0.3336 0.3630
C1 -0.1732 1.2567 -0.4400
Cl1 0.9787 1.3026 0.9826
Cl2 -1.6313 2.2620 -0.1332
H1 -1.0525 -0.3332 1.1254
H2 0.2542 1.5631 -1.3198
H3 0.6399 -1.2665 0.2519



no.,LUMO energy (eV),frontier orbital gap (eV)
1,0.9,9.29
2,0.6,10.94